[1]
Here is one molecule with the formula C5H11N from the OMol25 dataset. Energies are from the ωB97M-V functional and the def2-TZVPD basis.

XYZ file:
```
17
Properties=species:S:1:pos:R:3:forces:R:3
C 2.319438 -0.179816 -0.358196 -0.25 1.15 0.18
C 1.069868 0.758263 -0.512635 0.66 0.57 1.27
C -0.325007 0.147910 -0.274950 -1.31 -0.40 1.16
C -0.668727 -1.140789 0.043891 0.53 0.08 0.51
N -1.925330 -1.646491 0.615749 0.97 1.72 -0.96
C -1.433620 1.205621 -0.042225 0.55 -0.74 0.76
H 3.281105 0.386646 -0.288361 -0.88 -0.06 -0.20
H 2.418956 -0.805583 -1.252877 -0.12 -0.42 0.61
H 2.242103 -0.681793 0.626232 -0.02 -0.35 -0.86
H 1.139629 1.382170 -1.406877 -0.25 -0.59 -0.55
H 1.195610 1.622820 0.235581 -0.37 -1.37 -0.40
H 0.051815 -1.963016 -0.050509 -0.11 0.46 -0.08
H -2.396327 -0.956218 1.191111 0.06 0.00 -0.22
H -1.834694 -2.480317 1.167276 0.43 -0.24 -0.14
H -2.422266 0.757641 -0.233084 0.29 0.66 -0.88
H -1.548829 1.417859 1.032835 0.50 0.06 0.05
H -1.163722 2.175094 -0.492962 -0.66 -0.54 -0.26
```
Positions in Å, forces in eV/Å.

* SMILES: CC/C(C)=C/N
* spin multiplicity: 1
* orbital gap: 8.98 eV

[2]
Here is one molecule with the formula C5H11N from the OMol25 dataset. Energies are from the ωB97M-V functional and the def2-TZVPD basis.

XYZ file:
```
17
Properties=species:S:1:pos:R:3:forces:R:3
C 2.392189 -0.402615 0.385635 -0.06 -0.01 0.00
C 1.241375 -0.544629 -0.631693 -0.09 0.00 -0.15
C -0.129760 -0.292085 -0.021842 0.06 -0.14 -0.03
C -0.474686 1.113630 0.284254 0.12 0.26 0.19
N -1.223461 0.399010 -0.737927 -0.01 -0.01 -0.05
C -2.545494 0.059226 -0.194068 -0.13 -0.04 -0.05
H 2.394454 0.579103 0.875758 -0.12 -0.15 -0.13
H 2.353332 -1.161681 1.176585 -0.12 0.10 -0.16
H 3.362100 -0.512985 -0.115860 -0.23 -0.01 0.05
H 1.394600 0.182013 -1.436937 -0.06 -0.11 0.02
H 1.291437 -1.543343 -1.079683 -0.08 0.12 -0.02
H -0.544777 -1.110138 0.555570 0.33 0.14 0.58
H 0.201664 1.862371 -0.122976 -0.04 -0.03 0.21
H -0.995242 1.406951 1.193020 0.06 -0.13 -0.08
H -3.068198 -0.680350 -0.807492 0.21 0.08 -0.04
H -3.149987 0.972985 -0.164479 0.07 -0.16 -0.11
H -2.499548 -0.327468 0.842138 0.08 0.07 -0.23
```
Positions in Å, forces in eV/Å.

* SMILES: CC[C@H]1CN1C
* spin multiplicity: 1
* orbital gap: 10.26 eV

[3]
Here is one molecule with the formula C5H11N from the OMol25 dataset. Energies are from the ωB97M-V functional and the def2-TZVPD basis.

XYZ file:
```
17
Properties=species:S:1:pos:R:3:forces:R:3
C 0.539210 -1.418712 0.224584 -0.62 -2.06 -2.34
C -0.872539 -0.828252 -0.242795 0.15 -0.54 1.03
C -0.355183 0.417766 -0.821690 -1.86 -1.29 3.98
C -0.141098 0.551662 -2.091164 -0.69 1.13 -1.99
C 0.202939 0.913467 1.602523 0.73 1.21 2.34
N -0.096165 1.351152 0.248151 0.15 0.00 -1.47
H 0.503278 -2.484632 0.279685 -0.31 -0.99 0.53
H 1.154544 -1.085210 1.016799 -0.49 0.62 1.15
H 1.235608 -1.317413 -0.614300 -0.30 0.25 -0.28
H -1.422191 -1.395563 -1.087626 1.04 0.38 1.88
H -1.568229 -0.537308 0.664807 1.07 -1.15 -2.08
H -0.183956 1.581633 -2.303718 1.07 1.37 -1.25
H -0.455799 -0.136418 -2.884944 0.16 0.13 0.74
H -0.590992 0.206560 1.919416 1.40 -0.27 -0.12
H 1.359731 0.683441 1.802518 -2.66 -0.17 -0.47
H 0.005163 1.691625 2.429381 0.23 -0.20 -1.78
H 0.685681 1.806195 -0.141630 0.95 1.58 0.13
```
Positions in Å, forces in eV/Å.

* SMILES: C=C(CC)NC
* spin multiplicity: 1
* orbital gap: 9.32 eV

[4]
Here is one molecule with the formula C5H11N from the OMol25 dataset. Energies are from the ωB97M-V functional and the def2-TZVPD basis.

XYZ file:
```
17
Properties=species:S:1:pos:R:3:forces:R:3
C -1.236006 -1.367595 -1.165005 0.75 -0.67 -0.04
C 0.135925 -1.371097 -0.438681 -0.10 1.14 -0.20
C 0.344321 0.009878 0.193989 0.87 -1.60 0.46
C 0.708750 1.052216 -0.560861 -0.81 0.32 0.56
N 0.531250 2.372309 -0.104355 0.41 -0.12 -0.76
C 0.208968 0.054348 1.678574 -0.51 2.33 1.23
H -1.310955 -0.791837 -2.066961 0.53 0.48 -0.55
H -1.503636 -2.383826 -1.450495 -0.33 -0.09 0.19
H -1.978243 -0.910046 -0.519157 -0.18 -0.32 0.36
H 0.127559 -2.231897 0.238056 0.06 0.54 0.43
H 1.068370 -1.474760 -0.988357 -0.38 -0.58 -1.07
H 0.986125 0.935251 -1.616066 -0.30 0.12 0.39
H 0.330524 2.499980 0.869602 0.09 -0.02 0.10
H 1.102044 3.093494 -0.511313 0.11 -0.06 0.11
H 0.639762 -0.724651 2.310255 -0.22 -0.50 -0.68
H -0.815242 0.275561 2.000764 -0.32 -0.76 -0.02
H 0.660483 0.962674 2.130010 0.35 -0.20 -0.50
```
Positions in Å, forces in eV/Å.

* SMILES: CC/C(C)=C/N
* spin multiplicity: 1
* orbital gap: 8.63 eV

[5]
Here is one molecule with the formula C5H11N from the OMol25 dataset. Energies are from the ωB97M-V functional and the def2-TZVPD basis.

XYZ file:
```
17
Properties=species:S:1:pos:R:3:forces:R:3
C 1.924368 -0.319505 -1.512078 0.87 -0.28 -1.92
C 0.487566 0.217334 -1.355336 -0.76 -2.26 -0.76
C -0.131145 -0.209961 -0.064536 -0.33 0.98 0.36
C 0.021922 -1.417050 0.439550 -1.32 1.28 1.69
C -0.881117 0.948209 0.612960 -0.84 -1.65 -0.76
H 2.614563 0.401614 -1.996388 -0.55 -0.26 -0.04
H 1.918904 -1.251548 -2.194045 0.07 1.42 1.14
H 2.463628 -0.589818 -0.607375 -0.52 -0.03 0.35
H 0.223671 1.241771 -1.507886 0.83 0.96 -0.23
H -0.111989 -0.312140 -2.146380 0.40 0.56 0.47
H -0.456973 -1.520874 1.426350 0.38 -0.84 -0.60
H 0.553004 -2.157840 -0.083736 0.55 -1.02 -0.20
H -0.134132 1.732457 0.619946 0.04 0.63 0.61
H -1.661145 1.247514 -0.112948 0.29 0.08 0.26
H -1.963302 1.410925 2.250706 -1.04 1.11 0.13
H -0.870228 0.424008 2.548749 0.67 -0.74 0.54
N -1.586511 0.579967 1.868520 1.25 0.05 -1.04
```
Positions in Å, forces in eV/Å.

* SMILES: C=C(CC)CN
* spin multiplicity: 1
* orbital gap: 10.11 eV

[6]
Here is C5H11N as an isolated structure from the OMol25 dataset. Energies are from the ωB97M-V functional and the def2-TZVPD basis.

XYZ file:
```
17
Properties=species:S:1:pos:R:3:forces:R:3
C 1.627554 0.897039 0.353555 1.03 0.11 -1.22
C 1.734006 0.921258 -1.041406 0.26 -0.05 1.10
H 0.004425 0.722351 -1.380732 -0.75 0.02 0.27
H 1.782713 1.827905 0.893600 -0.38 0.01 -0.04
H 2.055266 0.042656 0.873958 -0.39 -0.14 0.00
H 0.270438 0.660187 0.636012 -1.67 -0.16 -0.03
H 1.809456 1.865370 -1.566234 -0.23 -0.01 -0.03
H 2.058921 0.043258 -1.583933 -0.10 -0.05 0.02
C -1.095711 0.425439 0.304080 1.40 0.51 0.56
C -1.376037 -0.829403 1.020605 0.41 -0.37 -0.02
C -1.203610 -2.065576 0.550164 -0.10 0.18 0.06
N -1.022811 0.487123 -1.072841 0.55 -0.11 -0.85
H -1.210526 -0.408880 -1.512624 0.06 0.01 0.09
H -1.565168 1.304084 0.745295 0.10 -0.01 0.11
H -1.618081 -0.698094 2.069271 -0.12 -0.03 0.02
H -0.926150 -2.264458 -0.477747 0.03 0.03 -0.03
H -1.324686 -2.930258 1.188976 -0.09 0.04 -0.02
```
Positions in Å, forces in eV/Å.

* spin multiplicity: 1
* orbital gap: 8.52 eV

Energy above the lowest of the compared OMol25 structures with the same formula, charge and spin in kcal per mole, matching the order above: 26.4 32.1 72.7 24.4 31.1 82.6